# C27H45Cl2OPW

A molecular structure, C27H45Cl2OPW (ωB97M-V/def2-TZVPD, the Open Molecules 2025 dataset).

Cartesian coordinates (Å):
P 0.861 0.752 -0.471
C -0.122 2.344 -0.159
C 0.193 3.589 -0.997
C -0.560 4.806 -0.443
C -2.068 4.564 -0.320
C -2.393 3.271 0.432
C -1.631 2.068 -0.141
C 0.340 0.140 -2.184
C 0.186 1.183 -3.286
C -0.046 0.484 -4.633
C -1.235 -0.482 -4.597
C -1.162 -1.462 -3.424
C -0.921 -0.730 -2.103
C 2.551 1.460 -0.855
C 3.109 2.187 0.383
C 4.519 2.742 0.141
C 5.492 1.672 -0.365
C 4.935 0.921 -1.577
C 3.522 0.368 -1.339
H 0.195 2.559 0.881
H -0.107 3.423 -2.040
H 1.271 3.801 -1.013
H -0.368 5.674 -1.083
H -0.154 5.041 0.550
H -2.538 5.415 0.184
H -2.506 4.511 -1.325
H -2.119 3.388 1.489
H -3.470 3.071 0.395
H -1.854 1.169 0.454
H -1.982 1.873 -1.166
H 1.188 -0.515 -2.454
H 0.864 -0.073 -4.895
H 1.067 1.838 -3.346
H -0.681 1.821 -3.060
H -0.197 1.240 -5.411
H -1.294 -1.035 -5.540
H -2.163 0.098 -4.512
H -2.083 -2.051 -3.359
H -0.339 -2.171 -3.591
H -0.802 -1.470 -1.301
H -1.794 -0.114 -1.845
H 2.402 2.187 -1.676
H 2.444 3.007 0.689
H 3.138 1.477 1.223
H 4.462 3.551 -0.598
H 4.895 3.185 1.070
H 5.684 0.954 0.443
H 6.452 2.133 -0.621
H 5.602 0.095 -1.848
H 4.905 1.603 -2.437
H 3.155 -0.092 -2.266
H 3.565 -0.432 -0.585
W -1.027 -2.176 1.768
Cl 0.340 -2.971 0.177
Cl -0.838 -0.387 3.148
C -1.465 -3.645 2.886
H -1.216 -4.469 3.533
C -2.653 -3.558 2.066
C -3.580 -4.637 1.942
C -4.730 -4.493 1.181
C -5.045 -3.285 0.531
C -4.187 -2.197 0.616
C -2.980 -2.306 1.370
H -3.341 -5.568 2.468
H -5.424 -5.328 1.093
H -4.396 -1.231 0.147
H -2.531 -1.270 1.739
H -5.981 -3.200 -0.026
C 0.678 -4.414 6.222
C 0.616 -3.162 5.368
O 1.424 -3.213 4.174
H 0.157 -5.246 5.734
H 0.184 -4.230 7.181
H 1.719 -4.696 6.413
H -0.419 -2.952 5.056
H 0.988 -2.293 5.924
H 1.303 -4.110 3.818

Computed properties:
2S+1: 3
Electronic energy: -2459.7774 Ha
Frontier orbital gap (alpha / beta): 6.3 / 7.4 eV



# C27H45F2NO25S6Si

7 unconnected molecules or ions with the total composition C27H45F2NO25S6Si (ωB97M-V/def2-TZVPD, the Open Molecules 2025 dataset).

Cartesian coordinates (Å):
C -0.363 -5.240 -0.400
Si -1.183 -3.562 -0.397
C -1.849 -3.247 1.348
C -2.655 -3.531 -1.604
C -3.889 -2.871 -0.993
C -5.047 -2.725 -1.969
F -4.607 -2.341 -3.204
F -5.618 -3.963 -2.139
C -6.104 -1.770 -1.447
C -5.962 -0.272 -1.718
N -7.242 0.273 -1.178
C -8.149 -0.814 -0.980
O -9.160 -0.723 -0.369
C -7.576 -2.050 -1.677
C 0.044 -2.182 -0.742
C 1.387 -2.342 -1.083
C 2.169 -1.208 -1.279
C 1.635 0.073 -1.131
C 0.292 0.244 -0.805
C -0.485 -0.888 -0.612
H -1.062 -6.005 -0.069
H 0.013 -5.516 -1.382
H 0.459 -5.177 0.310
H -2.647 -3.927 1.627
H -1.003 -3.309 2.030
H -2.195 -2.215 1.387
H -2.904 -4.579 -1.785
H -2.391 -3.090 -2.560
H -3.632 -1.863 -0.667
H -4.287 -3.445 -0.165
H -5.995 -1.827 -0.360
H -5.120 0.102 -1.147
H -5.878 -0.020 -2.769
H -7.028 0.562 -0.224
H -7.930 -1.984 -2.704
H -7.876 -2.963 -1.182
H 1.811 -3.329 -1.190
H 3.216 -1.310 -1.535
H 2.265 0.938 -1.270
H -0.112 1.238 -0.691
H -1.521 -0.781 -0.346
O -1.766 3.034 1.409
S -1.525 1.779 2.030
O -1.944 0.574 1.415
O -2.075 1.848 3.526
C -1.022 1.543 4.459
C 0.237 2.002 3.760
O 0.023 1.652 2.382
H -1.017 0.465 4.632
H -1.191 2.061 5.398
H 1.129 1.511 4.138
H 0.358 3.084 3.828
O 0.737 -1.475 -5.896
S 0.037 -2.697 -5.746
O 0.660 -3.861 -5.231
O -0.665 -3.050 -7.143
C -2.082 -3.193 -6.965
C -2.413 -2.278 -5.804
O -1.304 -2.438 -4.910
H -2.297 -4.237 -6.726
H -2.597 -2.914 -7.880
H -3.336 -2.550 -5.299
H -2.459 -1.233 -6.115
O 3.559 4.423 7.657
S 2.941 4.051 6.437
O 1.601 3.579 6.397
O 3.887 2.995 5.695
C 4.235 3.473 4.384
C 4.208 4.981 4.509
O 3.087 5.235 5.380
H 3.485 3.117 3.674
H 5.211 3.092 4.099
H 4.075 5.477 3.558
H 5.110 5.358 4.993
O -2.917 5.435 -4.801
S -2.015 5.350 -3.710
O -0.616 5.480 -3.895
O -2.327 4.003 -2.905
C -2.628 4.300 -1.532
C -3.236 5.685 -1.572
O -2.467 6.376 -2.566
H -1.700 4.285 -0.961
H -3.309 3.553 -1.133
H -3.166 6.202 -0.620
H -4.278 5.658 -1.899
O 2.987 -5.035 0.783
S 3.757 -5.961 1.533
O 4.336 -5.617 2.778
O 4.882 -6.569 0.570
C 4.768 -7.996 0.507
C 3.294 -8.265 0.730
O 2.911 -7.306 1.724
H 5.380 -8.428 1.301
H 5.118 -8.351 -0.459
H 3.098 -9.271 1.091
H 2.710 -8.080 -0.174
O 5.438 6.409 2.430
S 6.506 7.059 1.748
O 6.291 7.746 0.533
O 7.691 6.000 1.573
C 8.898 6.498 2.171
C 8.416 7.383 3.302
O 7.257 8.036 2.764
H 9.447 7.067 1.419
H 9.507 5.668 2.518
H 9.150 8.123 3.603
H 8.111 6.795 4.171

Computed properties:
Structure (SMILES): C[Si](C)(CCC(F)(F)[C@H]1CNC(=O)C1)c1ccccc1.O=S1(=O)OCCO1.O=S1(=O)OCCO1.O=S1(=O)OCCO1.O=S1(=O)OCCO1.O=S1(=O)OCCO1.O=S1(=O)OCCO1
2S+1: 1
Electronic energy: -5869.8454 Ha
Frontier orbital gap: 8.9 eV



# C27H45N7S

6 unconnected molecules or ions with the total composition C27H45N7S (ωB97M-V/def2-TZVPD, the Open Molecules 2025 dataset).

Cartesian coordinates (Å):
C 0.406 -1.364 1.118
C -0.361 -0.310 0.300
C -1.641 0.228 0.979
C -2.929 -0.407 0.425
C -4.141 0.306 0.865
N -5.112 0.803 1.216
C -3.144 -1.922 0.759
S -2.758 -2.406 2.474
C -2.372 -2.794 -0.140
N -1.778 -3.470 -0.845
H 0.061 -2.371 0.873
H 1.471 -1.327 0.875
H 0.284 -1.226 2.195
H 0.297 0.530 0.079
H -0.640 -0.759 -0.656
H -1.715 1.304 0.794
H -1.593 0.095 2.061
H -2.889 -0.324 -0.668
H -4.197 -2.161 0.582
H -4.014 -2.576 2.901
C -3.455 -8.581 0.588
C -4.166 -7.502 -0.219
C -3.831 -6.086 0.264
C -4.264 -5.859 1.643
N -4.612 -5.694 2.726
H -3.750 -8.547 1.638
H -3.698 -9.572 0.205
H -2.372 -8.457 0.538
H -5.246 -7.653 -0.174
H -3.877 -7.572 -1.269
H -4.309 -5.341 -0.373
H -2.756 -5.906 0.208
C 2.679 3.794 0.547
C 1.724 4.966 0.355
C 0.253 4.561 0.505
C -0.141 3.580 -0.505
N -0.395 2.772 -1.281
H 2.512 3.014 -0.199
H 3.711 4.132 0.454
H 2.560 3.348 1.536
H 1.876 5.416 -0.627
H 1.941 5.741 1.090
H -0.397 5.430 0.412
H 0.081 4.124 1.492
C 3.952 -5.854 -0.261
C 2.603 -5.362 0.249
C 1.907 -4.410 -0.729
C 2.681 -3.190 -0.954
N 3.296 -2.234 -1.115
H 4.643 -5.024 -0.411
H 4.407 -6.543 0.450
H 3.842 -6.378 -1.213
H 2.729 -4.860 1.210
H 1.938 -6.211 0.420
H 0.922 -4.125 -0.357
H 1.751 -4.899 -1.692
C 8.345 5.338 0.873
C 7.348 4.620 -0.028
C 6.428 5.586 -0.783
C 5.599 6.376 0.126
N 4.945 6.972 0.859
H 7.833 5.922 1.639
H 8.993 4.622 1.377
H 8.976 6.016 0.297
H 6.740 3.931 0.561
H 7.880 4.019 -0.767
H 5.767 5.038 -1.457
H 7.017 6.271 -1.396
C -4.711 3.696 -3.215
C -4.491 3.381 -1.741
C -4.678 4.603 -0.835
C -3.707 5.657 -1.119
N -2.943 6.486 -1.340
H -3.993 4.437 -3.571
H -4.590 2.800 -3.822
H -5.716 4.087 -3.388
H -3.489 2.974 -1.597
H -5.197 2.617 -1.411
H -4.571 4.317 0.213
H -5.682 5.015 -0.951

Computed properties:
Structure (SMILES): CCC[C@H](C#N)[C@H](S)C#N.CCCC#N.CCCC#N.CCCC#N.CCCC#N.CCCC#N
2S+1: 1
Electronic energy: -1837.2286 Ha
Frontier orbital gap: 10.5 eV